(1)
DFT (ωB97M-V/def2-TZVPD) results for a cluster of 2 separate species, C4H6Cl2O in total.

Frontier orbital gap (alpha / beta), eV: 6.1 / 6.1
Energy above the lowest of the compared OMol25 structures with the same formula, charge and spin, kcal per mole: 91.9
HOMO level (alpha / beta), eV: -8.5235 / -8.5239

```
! wB97M-V def2-TZVPD RIJCOSX def2/J DEFGRID3
* xyz 0 1
C -0.107 -1.039 -0.528
C -1.102 0.011 -0.630
C 1.234 -0.553 -0.150
C -1.969 1.041 -0.210
O -0.608 -0.456 -1.774
Cl 0.348 2.806 0.013
Cl -3.465 0.202 0.385
H -0.184 -2.174 -0.397
H 1.988 -0.737 -0.937
H 1.327 -0.986 0.799
H 1.221 0.588 -0.200
H -2.181 1.697 -1.026
H -1.581 1.690 0.602
*
```

Atomic partial charges in e from the Löwdin method, atoms 1 to 2: C -0.20; C -0.18

(2)
DFT (ωB97M-V/def2-TZVPD) results for a cluster of 2 separate species, C4H6Cl2OS in total.

Frontier orbital gap, eV: 6.8
Energy above the lowest of the compared OMol25 structures with the same formula, charge and spin, kcal per mole: 88.8
HOMO level, eV: -6.7475

```
! wB97M-V def2-TZVPD RIJCOSX def2/J DEFGRID3
* xyz 0 1
C -0.582 1.254 0.669
C -0.873 0.701 -0.542
C 0.947 -2.171 0.459
C 2.077 0.290 0.132
O -0.552 1.837 1.631
S 1.563 -1.151 -0.836
Cl 3.194 -0.098 1.478
Cl 2.792 1.490 -0.922
H -0.299 0.998 -1.371
H -1.957 0.574 -0.637
H -0.316 -0.325 -0.464
H 0.786 -1.687 1.337
H 1.786 -2.909 0.677
H 0.042 -2.804 0.066
*
```

Atomic partial charges in e from the Löwdin method, atoms 1 to 2: C -0.16; C -0.06

(3)
DFT (ωB97M-V/def2-TZVPD) results for an isolated molecule of C4H6Cl4OS.

Frontier orbital gap, eV: 8.4
SMILES: CS(C)(=O)=C(Cl)C(Cl)(Cl)Cl
HOMO level, eV: -8.4073

```
! wB97M-V def2-TZVPD RIJCOSX def2/J DEFGRID3
* xyz 0 1
C 0.530 -1.131 -1.045
S -0.198 0.599 -1.046
C -0.252 1.032 0.746
O 0.755 1.606 -1.505
C -2.096 0.188 -1.974
Cl -3.165 -0.156 -0.634
C -2.388 1.507 -2.614
Cl -1.372 1.608 -4.084
Cl -1.980 3.061 -1.750
Cl -4.076 1.484 -3.114
H 1.576 -1.056 -0.626
H -0.204 -1.570 -0.353
H 0.573 -1.720 -2.032
H 0.260 1.979 0.749
H -1.193 1.123 1.137
H 0.296 0.272 1.072
*
```

Atomic partial charges in e from the Löwdin method, atoms 1 to 2: C -0.17; S 0.78

(4)
DFT (ωB97M-V/def2-TZVPD) results for the ion C4H6ClN2O with charge +1.

Frontier orbital gap, eV: 9.3
Energy above the lowest of the compared OMol25 structures with the same formula, charge and spin, kcal per mole: 16.5
SMILES: O[C@H]1CC(Cl)=[NH+]C=N1
HOMO level, eV: -15.1222

```
! wB97M-V def2-TZVPD RIJCOSX def2/J DEFGRID3
* xyz 1 1
O -0.598 0.687 2.270
C 0.026 -0.008 1.216
C -1.026 -0.426 0.133
C -0.485 -0.626 -1.258
Cl -1.425 -1.395 -2.411
N 0.643 -0.051 -1.566
C 1.357 0.732 -0.587
N 1.079 0.772 0.620
H 0.063 0.932 2.929
H 0.532 -0.912 1.606
H -1.580 -1.303 0.470
H -1.771 0.386 0.088
H 1.005 -0.088 -2.517
H 2.180 1.299 -0.994
*
```

Atomic partial charges in e from the Löwdin method, atoms 1 to 2: O 0.03; C -0.38

(5)
DFT (ωB97M-V/def2-TZVPD) results for the ion C4H6ClN2O with charge +1.

Frontier orbital gap (alpha / beta), eV: 9.1 / 5.1
Energy above the lowest of the compared OMol25 structures with the same formula, charge and spin, kcal per mole: 142.2
HOMO level (alpha / beta), eV: -13.7711 / -11.5116

```
! wB97M-V def2-TZVPD RIJCOSX def2/J DEFGRID3
* xyz 1 1
C -1.134 -1.194 -0.540
C -2.370 -0.886 -0.597
C 0.729 0.379 0.450
C 0.079 -0.065 -0.744
N 0.498 1.687 0.712
N 1.709 -0.410 0.936
O -0.403 2.366 0.299
Cl -3.852 -0.580 -1.004
H -0.652 -2.187 -0.352
H 0.793 -0.639 -1.486
H -0.489 0.752 -1.265
H 1.020 2.243 1.416
H 1.854 -1.181 0.349
H 2.217 -0.286 1.826
*
```

Atomic partial charges in e from the Löwdin method, atoms 1 to 2: C -0.10; C -0.59

(6)
DFT (ωB97M-V/def2-TZVPD) results for the ion C4H6ClN2S with charge +1.

Frontier orbital gap (alpha / beta), eV: 7.4 / 7.4
Energy above the lowest of the compared OMol25 structures with the same formula, charge and spin, kcal per mole: 127.9
HOMO level (alpha / beta), eV: -13.4169 / -13.4167

```
! wB97M-V def2-TZVPD RIJCOSX def2/J DEFGRID3
* xyz 1 1
C -0.454 -2.162 0.835
C 1.787 -0.697 -0.549
C -0.482 0.073 0.035
C -1.265 1.293 -0.236
N 0.820 0.154 -0.343
N -1.103 -1.078 0.322
S 3.352 -0.364 -0.466
Cl 3.770 1.246 0.783
H -0.943 -3.109 0.593
H -2.088 1.341 0.432
H -0.785 2.225 -0.120
H -1.593 1.038 -1.335
H 1.095 1.128 -0.246
H -2.114 -1.088 0.295
*
```

Atomic partial charges in e from the Löwdin method, atoms 1 to 2: C 0.21; C -0.52

(7)
DFT (ωB97M-V/def2-TZVPD) results for a cluster of 2 separate species, C4H6ClN3 in total.

Frontier orbital gap, eV: 8.9
Energy above the lowest of the compared OMol25 structures with the same formula, charge and spin, kcal per mole: 121.0
SMILES: C=C/C=N/NCl.C#N
HOMO level, eV: -8.8320

```
! wB97M-V def2-TZVPD RIJCOSX def2/J DEFGRID3
* xyz 0 1
C 1.327 0.793 0.304
C 0.778 -0.297 0.888
C -0.494 -0.907 0.463
N -0.815 -0.721 -0.771
N -1.927 -1.084 -1.324
Cl -3.214 -2.017 -0.477
H 0.971 1.026 -0.700
H 2.403 1.100 0.478
H 1.290 -0.889 1.778
H -1.263 -1.432 1.144
H -1.896 -1.373 -2.317
C -1.716 2.205 0.841
N -2.305 2.701 0.007
H -1.357 1.509 1.519
*
```

Atomic partial charges in e from the Löwdin method, atoms 1 to 2: C -0.03; C -0.21

(8)
DFT (ωB97M-V/def2-TZVPD) results for an isolated molecule of C4H6ClNS.

Frontier orbital gap, eV: 8.8
Energy above the lowest of the compared OMol25 structures with the same formula, charge and spin, kcal per mole: 89.0
SMILES: S=C(CCl)N1CC1
HOMO level, eV: -8.8268

```
! wB97M-V def2-TZVPD RIJCOSX def2/J DEFGRID3
* xyz 0 1
S 2.167 -1.640 -0.347
C 0.670 -1.025 -0.218
C -0.727 -1.654 0.232
Cl -2.300 -1.125 -0.475
N 0.357 0.227 -0.729
C -0.410 1.229 0.138
C 0.860 1.607 -0.258
H -0.838 -1.304 1.433
H -0.388 -2.762 0.239
H -1.270 1.610 -0.670
H -0.620 0.791 1.072
H 1.714 1.380 0.370
H 0.785 2.666 -0.789
*
```

Atomic partial charges in e from the Löwdin method, atoms 1 to 2: S 0.68; C -0.92

(9)
DFT (ωB97M-V/def2-TZVPD) results for a cluster of 2 separate species, C4H6ClNS in total.

Frontier orbital gap, eV: 7.4
Energy above the lowest of the compared OMol25 structures with the same formula, charge and spin, kcal per mole: 97.6
SMILES: [S-][N+]#CCl.C=CC
HOMO level, eV: -7.8698

```
! wB97M-V def2-TZVPD RIJCOSX def2/J DEFGRID3
* xyz 0 1
S 0.115 0.918 3.212
N -0.394 1.491 1.871
C -0.818 1.598 0.754
Cl -1.426 2.719 -0.210
C -1.040 -0.204 -0.406
C 0.093 -0.469 -0.999
C 1.224 -1.306 -0.571
H -1.622 0.503 -0.822
H -1.379 -0.808 0.400
H 0.473 -0.056 -1.863
H 1.015 -2.260 -0.226
H 1.759 -0.729 0.181
H 2.002 -1.397 -1.321
*
```

Atomic partial charges in e from the Löwdin method, atoms 1 to 2: S 0.56; N -0.63

(10)
DFT (ωB97M-V/def2-TZVPD) results for an isolated molecule of C4H6ClP.

Frontier orbital gap (alpha / beta), eV: 6.3 / 7.6
Energy above the lowest of the compared OMol25 structures with the same formula, charge and spin, kcal per mole: 50.7
HOMO level (alpha / beta), eV: -7.2624 / -8.0533

```
! wB97M-V def2-TZVPD RIJCOSX def2/J DEFGRID3
* xyz 0 1
C 0.648 0.120 -2.183
C 0.162 0.422 -1.000
C 0.121 0.274 1.604
C 0.278 -0.173 0.209
P -1.945 0.014 1.890
Cl -2.056 -1.945 2.087
H 0.381 0.891 -2.921
H 1.179 -0.798 -2.392
H -0.276 1.483 -1.050
H 0.638 -0.391 2.194
H 0.343 1.344 1.655
H 0.526 -1.242 -0.092
*
```

Atomic partial charges in e from the Löwdin method, atoms 1 to 2: C 0.00; C -0.31

Quick rundown of F_max, same order as above: 0.08846 0.10195 0.08673 0.02440 0.09771 0.08176 0.05142 0.12055 0.08572 0.11221 Eh/bohr
Quick rundown of E, same order as above: -31333.4345 -42168.4265 -67213.0269 -21787.6341 -21782.1829 -30570.7966 -21233.6545 -29088.8819 -29088.5094 -26053.1955 eV